Record 1
Density functional theory data (ωB97M-V with the def2-TZVPD basis set) for a single C4H7NOS2 molecule.

Summary:
Gap between HOMO and LUMO (alpha / beta), eV: 7.023 / 7.022
E_HOMO (alpha / beta), eV: -8.23 / -8.23
Multiplicity: 1
Energy above the lowest of the compared OMol25 structures with the same formula, charge and spin, kcal/mol: 81.4

The geometry in XYZ format:
```
15
C4H7NOS2 | the OMol25 dataset | ωB97M-V with the def2-TZVPD basis set
C -1.20 -0.51 -2.78
C -0.62 -0.87 -1.36
C -0.06 0.62 0.89
C 1.47 0.12 3.08
N -1.05 0.80 -2.86
O -1.61 -1.34 -3.58
S -0.65 0.84 -0.75
S 0.85 -0.60 1.51
H -1.18 -1.52 -0.68
H 0.41 -1.15 -1.44
H -0.15 1.64 1.47
H 0.75 0.37 3.81
H 2.11 1.11 2.95
H 2.07 -0.65 3.65
H -1.15 1.14 -3.90
```


Record 2
Density functional theory data (ωB97M-V with the def2-TZVPD basis set) for a single C5H11N molecule.

Summary:
Gap between HOMO and LUMO, eV: 8.285
E_HOMO, eV: -7.23
Multiplicity: 1
SMILES: C/C=C(\C)NC
Energy above the lowest of the compared OMol25 structures with the same formula, charge and spin, kcal/mol: 53.1

The geometry in XYZ format:
```
17
C5H11N | the OMol25 dataset | ωB97M-V with the def2-TZVPD basis set
C 0.89 1.30 -2.10
C 0.10 0.22 -1.37
C 0.03 0.03 -0.05
C 1.18 0.23 1.05
N -1.15 -0.55 0.44
C -1.17 -1.20 1.78
H 1.93 1.02 -2.31
H 0.90 2.20 -1.40
H 0.39 1.70 -3.06
H -0.50 -0.49 -1.90
H 0.94 -0.12 2.04
H 2.04 -0.32 0.84
H 1.58 1.19 1.19
H -1.76 -0.52 -0.38
H -0.93 -0.57 2.59
H -0.53 -2.14 1.77
H -2.22 -1.59 1.71
```


Record 3
Density functional theory data (ωB97M-V with the def2-TZVPD basis set) for 11 unconnected molecules or ions with the total composition H21O11.

Summary:
Gap between HOMO and LUMO, eV: 9.576
E_HOMO, eV: -6.82
Total charge: -1
Multiplicity: 1
Energy above the lowest of the compared OMol25 structures with the same formula, charge and spin, kcal/mol: 37.2

The geometry in XYZ format:
```
32
H21O11 | the OMol25 dataset | ωB97M-V with the def2-TZVPD basis set
O -0.42 -0.63 -0.37
H 0.20 -0.01 0.05
O 3.37 -0.17 0.52
H 3.58 0.59 1.10
H 2.44 -0.17 0.29
O 0.77 -1.35 1.86
H 0.50 -2.19 2.23
H 0.10 -1.10 1.19
O 1.23 1.73 0.49
H 1.57 1.50 1.37
H 1.96 2.30 0.25
O 1.99 -1.07 -1.83
H 2.15 -0.16 -2.06
H 1.14 -1.02 -1.36
O -1.35 -2.87 0.43
H -1.11 -2.00 0.11
H -2.17 -3.23 0.03
O -0.29 0.85 -2.66
H -0.45 0.41 -1.85
H -1.21 0.89 -3.09
O -2.08 -1.37 -2.21
H -2.22 -2.24 -1.84
H -1.43 -1.03 -1.51
O -2.85 0.48 -0.24
H -2.94 1.07 -1.02
H -1.90 0.27 -0.12
O -1.38 2.81 0.42
H -0.45 2.54 0.42
H -1.88 2.07 0.73
O 1.37 0.99 3.09
H 0.87 1.81 2.90
H 0.85 0.32 2.68
```


Record 4
Density functional theory data (ωB97M-V with the def2-TZVPD basis set) for 8 unconnected molecules or ions with the total composition C51H60N.

Summary:
Gap between HOMO and LUMO, eV: 6.508
E_HOMO, eV: -10.64
Total charge: +1
Multiplicity: 1

The geometry in XYZ format:
```
112
C51H60N | the OMol25 dataset | ωB97M-V with the def2-TZVPD basis set
C -0.98 -3.35 3.92
C -0.22 -2.25 3.14
C -1.02 -1.53 2.05
C -1.79 -0.28 2.52
C -2.79 -0.51 3.65
C -4.22 -0.94 3.23
C -4.76 -2.09 4.13
C -4.46 -3.30 3.34
N -4.27 -3.03 2.11
C -4.35 -1.59 1.83
H -1.42 -2.98 4.84
H -1.74 -3.80 3.28
H -0.29 -4.15 4.20
H 0.24 -1.54 3.82
H 0.60 -2.77 2.64
H -0.30 -1.17 1.31
H -1.68 -2.21 1.51
H -2.26 0.20 1.67
H -1.05 0.43 2.87
H -2.39 -1.19 4.40
H -2.91 0.44 4.18
H -4.89 -0.09 3.25
H -4.41 -2.11 5.16
H -5.86 -2.04 4.13
H -4.44 -4.31 3.75
H -4.10 -3.75 1.42
H -5.34 -1.37 1.42
H -3.63 -1.30 1.07
C -0.27 3.37 -1.41
C -1.55 2.95 -1.74
C -1.92 1.62 -1.56
C -1.00 0.72 -1.04
C 0.27 1.14 -0.69
C 0.64 2.47 -0.88
H 0.02 4.40 -1.56
H -2.26 3.65 -2.15
H -2.91 1.29 -1.83
H -1.28 -0.32 -0.90
H 0.98 0.43 -0.28
H 1.64 2.79 -0.62
C 4.17 2.45 -2.63
C 5.51 2.36 -2.94
C 6.09 3.28 -3.80
C 5.32 4.30 -4.35
C 3.97 4.39 -4.03
C 3.39 3.47 -3.17
H 3.72 1.73 -1.96
H 6.12 1.57 -2.52
H 7.14 3.21 -4.05
H 5.77 5.02 -5.02
H 3.37 5.18 -4.46
H 2.34 3.53 -2.93
C -4.63 4.31 4.94
C -4.74 2.93 5.05
C -4.20 2.28 6.16
C -3.57 3.01 7.15
C -3.47 4.39 7.04
C -4.00 5.04 5.93
H -5.05 4.81 4.08
H -5.25 2.36 4.28
H -4.29 1.20 6.25
H -3.15 2.50 8.01
H -2.97 4.96 7.81
H -3.91 6.11 5.84
C 3.97 -2.12 1.92
C 5.32 -2.19 1.63
C 5.90 -1.25 0.79
C 5.13 -0.23 0.24
C 3.78 -0.16 0.54
C 3.19 -1.10 1.37
H 3.52 -2.85 2.58
H 5.93 -2.98 2.06
H 6.96 -1.31 0.56
H 5.58 0.50 -0.41
H 3.17 0.64 0.12
H 2.14 -1.04 1.60
C 0.00 -1.74 -4.87
C -0.12 -3.12 -4.76
C 0.42 -3.78 -3.66
C 1.07 -3.06 -2.67
C 1.19 -1.68 -2.79
C 0.65 -1.02 -3.89
H -0.41 -1.23 -5.73
H -0.63 -3.69 -5.53
H 0.33 -4.86 -3.58
H 1.49 -3.57 -1.81
H 1.70 -1.11 -2.01
H 0.75 0.05 -3.97
C 2.81 4.69 2.72
C 2.79 3.32 2.50
C 3.90 2.54 2.84
C 5.01 3.14 3.42
C 5.02 4.51 3.65
C 3.92 5.28 3.30
H 1.95 5.29 2.45
H 1.92 2.85 2.05
H 3.89 1.48 2.66
H 5.87 2.54 3.69
H 5.89 4.98 4.10
H 3.93 6.35 3.47
C -2.72 -5.98 -9.79
C -1.54 -5.49 -9.25
C -1.59 -4.54 -8.24
C -2.81 -4.08 -7.77
C -3.99 -4.58 -8.31
C -3.95 -5.52 -9.32
H -2.69 -6.72 -10.58
H -0.59 -5.85 -9.61
H -0.67 -4.16 -7.82
H -2.85 -3.34 -6.98
H -4.95 -4.22 -7.95
H -4.87 -5.90 -9.75
```


Record 5
Density functional theory data (ωB97M-V with the def2-TZVPD basis set) for 9 unconnected molecules or ions with the total composition C22H67N5O9.

Summary:
Gap between HOMO and LUMO, eV: 9.180
E_HOMO, eV: -8.76
Multiplicity: 1
SMILES: COC[C@H](C)N.COC[C@H](C)N.COC[C@H](C)N.COC[C@H](C)N.COC[C@H](C)N.CCO.O.O.O
Energy above the lowest of the compared OMol25 structures with the same formula, charge and spin, kcal/mol: 115.7

The geometry in XYZ format:
```
103
C22H67N5O9 | the OMol25 dataset | ωB97M-V with the def2-TZVPD basis set
C 5.06 2.39 -6.95
O 4.87 1.51 -5.83
C 3.73 0.66 -5.98
C 2.33 1.43 -6.04
C 2.10 2.39 -4.83
N 1.25 0.43 -5.92
H 5.09 1.85 -7.90
H 6.02 2.90 -6.87
H 4.32 3.18 -6.96
H 3.82 0.13 -6.93
H 3.74 0.00 -5.12
H 2.36 2.00 -6.97
H 2.32 3.34 -5.32
H 2.77 2.34 -3.97
H 1.05 2.45 -4.55
H 1.60 -0.22 -5.23
H 0.38 0.81 -5.56
C 2.43 4.06 6.14
O 1.89 2.80 6.22
C 1.37 2.41 4.94
C 1.00 0.87 5.06
C 0.17 0.37 3.79
N 0.14 0.57 6.24
H 1.53 4.65 6.31
H 3.01 4.32 5.25
H 3.13 4.27 6.95
H 0.49 3.02 4.74
H 2.07 2.47 4.11
H 1.98 0.40 5.04
H 0.55 0.88 2.91
H -0.88 0.60 3.98
H 0.36 -0.70 3.69
H 0.57 1.19 6.91
H -0.82 0.83 6.08
C -3.03 -6.73 4.30
O -2.44 -6.29 3.02
C -3.16 -6.49 1.76
C -4.06 -5.22 1.39
C -5.09 -5.32 0.28
N -3.16 -4.13 1.33
H -4.01 -6.28 4.43
H -2.38 -6.37 5.10
H -3.29 -7.79 4.25
H -2.48 -6.67 0.92
H -3.60 -7.48 1.78
H -4.63 -5.13 2.31
H -5.86 -4.57 0.45
H -5.63 -6.27 0.27
H -4.55 -5.14 -0.64
H -2.49 -4.38 0.61
H -2.56 -4.24 2.13
C -6.18 4.40 -2.35
O -4.77 4.14 -2.08
C -4.17 4.69 -0.86
C -2.60 4.53 -1.00
C -1.91 5.52 -2.01
N -2.31 3.22 -1.55
H -6.52 3.65 -3.05
H -6.16 5.37 -2.84
H -6.78 4.43 -1.44
H -4.36 5.76 -0.81
H -4.49 4.17 0.04
H -2.17 4.51 0.00
H -0.84 5.64 -1.86
H -2.51 6.42 -1.89
H -1.94 5.29 -3.08
H -2.62 2.64 -0.79
H -3.08 3.09 -2.20
C 5.38 -0.79 4.52
O 4.91 -1.05 3.19
C 5.73 -0.30 2.25
C 5.49 -0.87 0.88
C 5.96 0.04 -0.28
N 4.02 -1.08 0.56
H 4.73 -1.39 5.16
H 5.28 0.18 4.99
H 6.40 -1.03 4.81
H 5.42 0.74 2.38
H 6.79 -0.49 2.39
H 5.90 -1.88 0.85
H 7.04 -0.01 -0.39
H 5.84 1.11 -0.14
H 5.57 -0.21 -1.26
H 3.55 -1.35 1.41
H 3.60 -0.21 0.29
C -5.16 -1.26 -1.65
C -5.04 -0.35 -0.41
O -3.79 -0.29 0.09
H -4.38 -1.99 -1.89
H -5.06 -0.65 -2.55
H -6.15 -1.68 -1.81
H -5.65 -0.79 0.38
H -5.46 0.64 -0.58
H -3.68 -1.16 0.49
O 2.34 -2.71 -2.99
H 2.92 -2.34 -2.32
H 1.52 -2.22 -2.90
O -0.32 -0.58 -1.88
H -0.54 -0.93 -1.02
H -0.46 0.36 -1.80
O 0.28 -4.83 -1.05
H 0.96 -4.48 -1.63
H 0.08 -5.69 -1.41
```


Record 6
Density functional theory data (ωB97M-V with the def2-TZVPD basis set) for a single C10H12 molecule.

Summary:
Gap between HOMO and LUMO (alpha / beta), eV: 7.404 / 6.781
E_HOMO (alpha / beta), eV: -6.64 / -9.12
Multiplicity: 3
⟨S²⟩: 2.007
Energy above the lowest of the compared OMol25 structures with the same formula, charge and spin, kcal/mol: 21.1

The geometry in XYZ format:
```
22
C10H12 | the OMol25 dataset | ωB97M-V with the def2-TZVPD basis set
C -2.03 0.37 0.17
C -3.24 0.81 -0.10
C -1.52 -0.46 -1.14
C 0.72 2.10 -0.64
C 1.69 1.27 0.10
C -0.51 0.06 0.83
C 0.38 0.73 -0.10
C -0.16 -0.61 -0.55
C -0.18 -0.49 2.23
C 0.63 -1.87 -0.80
H -1.93 -1.40 -1.29
H -1.67 0.14 -2.07
H 0.43 3.11 -0.32
H 0.86 2.04 -1.83
H 2.53 0.88 -0.46
H 1.92 1.65 1.03
H -0.41 0.28 2.98
H 0.91 -0.64 2.33
H -0.74 -1.46 2.39
H 0.80 -2.05 -1.88
H 0.00 -2.61 -0.53
H 1.52 -1.85 -0.35
```


Record 7
Density functional theory data (ωB97M-V with the def2-TZVPD basis set) for a molecular structure, C32H41AsBeF6N7.

Summary:
Gap between HOMO and LUMO, eV: 9.561
E_HOMO, eV: -12.06
Total charge: +1
Multiplicity: 1
Energy above the lowest of the compared OMol25 structures with the same formula, charge and spin, kcal/mol: 0.0

The geometry in XYZ format:
```
88
C32H41AsBeF6N7 | the OMol25 dataset | ωB97M-V with the def2-TZVPD basis set
Be -0.16 0.26 -0.69
As 1.76 3.72 -1.55
F 2.79 5.13 -1.79
F 1.71 3.51 -3.31
F 0.61 2.36 -1.40
F 1.87 3.90 0.20
F 0.31 4.77 -1.61
F 3.18 2.67 -1.42
N -0.37 1.87 1.11
C -0.03 1.55 2.37
C -0.20 2.37 3.47
C -0.81 3.61 3.26
C -1.18 3.98 1.98
C -0.95 3.07 0.95
H 0.35 0.55 2.57
H 0.10 2.04 4.46
H -1.03 4.20 4.14
H -1.70 4.91 1.85
H -1.13 3.41 -0.06
N 1.36 0.04 -2.79
C 2.68 -0.06 -2.71
C 3.52 -0.29 -3.79
C 2.93 -0.56 -5.00
C 1.52 -0.53 -5.13
C 0.80 -0.17 -4.02
H 3.15 0.16 -1.76
H 4.59 -0.38 -3.74
H 3.53 -0.82 -5.86
H 1.12 -0.84 -6.08
H -0.28 -0.08 -4.00
N -1.07 -1.78 -1.73
C -0.18 -2.76 -2.02
C -0.50 -4.12 -2.07
C -1.83 -4.51 -1.94
C -2.76 -3.53 -1.63
C -2.33 -2.21 -1.57
H 0.87 -2.53 -2.11
H 0.24 -4.87 -2.31
H -2.10 -5.51 -2.25
H -3.77 -3.76 -1.31
H -3.12 -1.53 -1.29
N -2.08 1.34 -1.88
C -3.33 1.52 -1.47
C -4.25 2.34 -2.12
C -3.80 3.11 -3.19
C -2.53 2.85 -3.69
C -1.69 2.03 -2.96
H -3.69 1.01 -0.58
H -5.22 2.53 -1.67
H -4.47 3.81 -3.68
H -2.20 3.31 -4.61
H -0.69 1.92 -3.35
C 5.95 1.86 0.26
C 5.37 1.56 1.63
C 3.91 1.95 1.77
C 2.99 1.12 1.01
N 2.29 0.43 0.42
H 5.47 1.34 -0.57
H 7.02 1.65 0.30
H 5.85 2.91 -0.03
H 5.97 2.12 2.35
H 5.38 0.52 1.97
H 3.79 3.00 1.48
H 3.61 1.83 2.81
C -1.75 -0.75 4.76
C -2.96 -1.63 4.34
C -3.70 -1.01 3.16
C -2.88 -0.71 1.97
N -2.30 -0.51 0.99
H -1.97 0.32 4.79
H -0.96 -0.84 4.02
H -1.28 -1.09 5.69
H -3.68 -1.72 5.15
H -2.61 -2.65 4.20
H -4.21 -0.11 3.49
H -4.50 -1.69 2.87
C -1.69 -4.59 1.94
C -0.29 -5.03 1.55
C 0.82 -4.02 1.93
C 0.52 -2.72 1.36
N 0.27 -1.68 0.95
H -2.32 -5.48 1.94
H -2.08 -3.88 1.21
H -1.83 -4.21 2.95
H -0.33 -5.20 0.47
H -0.09 -5.99 2.04
H 1.82 -4.29 1.59
H 0.89 -3.87 3.01
```


Record 8
Density functional theory data (ωB97M-V with the def2-TZVPD basis set) for a single C20H18N4O3S molecule.

Summary:
Gap between HOMO and LUMO, eV: 9.105
E_HOMO, eV: -9.08
Multiplicity: 1
SMILES: Cc1ccccc1[C@H](CC(=O)O)NC(=O)c1cc(Sc2ncccn2)ccn1
Energy above the lowest of the compared OMol25 structures with the same formula, charge and spin, kcal/mol: 16.1

The geometry in XYZ format:
```
46
C20H18N4O3S | the OMol25 dataset | ωB97M-V with the def2-TZVPD basis set
C -2.53 -0.96 -2.06
C -3.31 -0.62 -0.83
C -4.59 -0.04 -1.00
C -5.45 0.20 0.12
C -4.98 -0.15 1.37
C -3.67 -0.68 1.54
C -2.84 -0.95 0.45
C -1.47 -1.63 0.70
C -1.46 -2.77 1.73
C -2.52 -3.82 1.39
O -3.29 -4.16 2.30
O -2.66 -4.24 0.10
N -0.50 -0.63 1.12
C 0.89 -0.64 0.81
O 1.29 -1.57 0.12
C 1.91 0.30 1.43
C 3.19 0.31 0.82
C 4.12 1.28 1.14
S 5.59 1.45 0.22
C 4.96 2.12 -1.32
N 5.81 2.75 -2.14
C 5.42 3.14 -3.35
C 4.10 2.94 -3.74
C 3.25 2.36 -2.82
N 3.68 1.94 -1.65
C 3.73 2.15 2.17
C 2.53 2.00 2.82
N 1.59 1.13 2.44
H -2.53 -2.03 -2.26
H -1.50 -0.61 -1.90
H -2.97 -0.40 -2.93
H -4.90 0.30 -1.96
H -6.44 0.63 0.01
H -5.63 -0.03 2.21
H -3.43 -0.94 2.55
H -1.13 -2.08 -0.22
H -0.51 -3.27 1.69
H -1.62 -2.41 2.75
H -3.43 -4.81 0.16
H -0.82 0.07 1.84
H 3.40 -0.37 0.03
H 6.12 3.57 -4.06
H 3.73 3.27 -4.72
H 2.20 2.25 -3.08
H 4.43 2.92 2.43
H 2.23 2.71 3.58
```


Record 9
Density functional theory data (ωB97M-V with the def2-TZVPD basis set) for a molecular structure, C17H23Cl2NOPtSSeSiTe.

Summary:
Gap between HOMO and LUMO (alpha / beta), eV: 4.950 / 5.029
E_HOMO (alpha / beta), eV: -10.20 / -10.27
Total charge: +1
Multiplicity: 2
⟨S²⟩: 0.757
Energy above the lowest of the compared OMol25 structures with the same formula, charge and spin, kcal/mol: 30.7

The geometry in XYZ format:
```
49
C17H23Cl2NOPtSSeSiTe | the OMol25 dataset | ωB97M-V with the def2-TZVPD basis set
Pt 0.23 0.76 -1.19
O -0.06 -0.98 -2.33
N 0.15 -2.17 -1.75
C -0.14 -3.26 -2.49
C 0.01 -4.52 -1.98
C 0.44 -4.67 -0.66
C 0.75 -3.55 0.07
C 0.64 -2.28 -0.50
S 1.15 -0.84 0.30
H -0.48 -3.05 -3.49
H -0.22 -5.37 -2.60
H 0.56 -5.65 -0.22
H 1.11 -3.61 1.09
Cl 0.66 2.33 0.53
C -2.24 2.92 -0.75
Cl -2.55 1.42 -0.23
H -1.30 3.09 -1.26
H -2.89 3.73 -0.43
C 0.29 -0.78 4.16
Te -0.38 0.59 2.65
C 0.76 1.99 3.75
C 0.90 1.43 5.14
C 1.26 2.24 6.22
C 1.42 1.68 7.48
C 1.25 0.32 7.66
C 0.89 -0.49 6.60
C 0.70 0.07 5.34
H 1.12 -1.35 3.75
H -0.51 -1.48 4.42
H 0.27 2.96 3.73
H 1.73 2.10 3.26
H 1.40 3.30 6.07
H 1.68 2.32 8.31
H 1.39 -0.12 8.64
H 0.75 -1.55 6.74
C 0.95 0.36 -5.74
Si -0.71 0.98 -5.20
C -1.97 -0.35 -4.88
C -1.37 2.43 -6.13
Se -0.34 2.01 -3.12
H 0.92 0.02 -6.78
H 1.27 -0.47 -5.11
H 1.71 1.15 -5.67
H -2.35 -0.78 -5.81
H -2.81 0.06 -4.32
H -1.52 -1.15 -4.29
H -1.58 2.17 -7.17
H -0.66 3.26 -6.12
H -2.30 2.78 -5.68
```


Record 10
Density functional theory data (ωB97M-V with the def2-TZVPD basis set) for a single C3H5N3 molecule.

Summary:
Gap between HOMO and LUMO, eV: 8.462
E_HOMO, eV: -8.66
Multiplicity: 1
Energy above the lowest of the compared OMol25 structures with the same formula, charge and spin, kcal/mol: 93.3

The geometry in XYZ format:
```
11
C3H5N3 | the OMol25 dataset | ωB97M-V with the def2-TZVPD basis set
N -1.77 -0.13 0.32
C -0.41 -0.16 -0.12
C 0.61 -1.19 0.22
C 1.77 -0.37 0.19
N 1.54 0.96 0.07
N 0.27 1.11 -0.04
H -1.96 -0.95 0.89
H -2.41 -0.14 -0.47
H -0.30 -0.48 -1.20
H 2.80 -0.68 0.29
H -0.14 2.03 -0.14
```